Record 1
# C19H21ClN4O3

A single C19H21ClN4O3 molecule (wB97M-V/def2-TZVPD, OMol25).

Each line ends with the natural charge from an NBO analysis.
Element x y z (Å)
C (0.76, -5.32, -1.72)  -0.605
C (-0.45, -4.43, -1.28)  -0.160
N (-0.52, -4.38, 0.19)  0.158
O (-1.68, -4.66, 0.58)  -0.287
C (-0.29, -2.97, -1.70)  -0.048
C (-1.27, -2.40, -2.48)  -0.200
C (-1.13, -1.05, -2.86)  -0.212
C (-0.05, -0.26, -2.42)  -0.174
C (0.91, -0.83, -1.52)  -0.027
C (2.07, 0.03, -0.92)  0.113
C (2.89, 0.60, -2.09)  -0.619
C (3.05, -0.77, 0.00)  -0.615
N (1.39, 1.08, -0.17)  -0.672
C (1.94, 2.25, 0.35)  0.795
O (3.14, 2.45, 0.34)  -0.660
N (1.16, 3.19, 0.95)  -0.621
C (-0.17, 2.99, 1.22)  0.148
C (-1.04, 2.51, 0.25)  -0.253
C (-2.34, 2.24, 0.60)  -0.210
C (-2.85, 2.45, 1.88)  -0.028
Cl (-4.51, 2.06, 2.18)  0.023
C (-2.01, 3.08, 2.83)  -0.175
C (-2.41, 3.46, 4.19)  0.642
N (-3.39, 2.78, 4.85)  -0.815
O (-1.90, 4.38, 4.84)  -0.612
C (-0.72, 3.34, 2.47)  -0.135
C (0.72, -2.19, -1.15)  -0.162
H (0.88, -5.29, -2.80)  0.226
H (0.57, -6.36, -1.40)  0.218
H (1.65, -5.00, -1.23)  0.216
H (-1.37, -4.86, -1.68)  0.210
H (-2.09, -2.99, -2.83)  0.216
H (-1.89, -0.65, -3.48)  0.213
H (0.04, 0.72, -2.81)  0.207
H (3.01, -0.15, -2.86)  0.215
H (3.89, 0.92, -1.73)  0.237
H (2.42, 1.49, -2.50)  0.214
H (3.82, -0.14, 0.42)  0.243
H (2.47, -1.19, 0.82)  0.210
H (3.48, -1.58, -0.64)  0.208
H (0.39, 1.00, 0.02)  0.413
H (1.69, 3.88, 1.42)  0.423
H (-0.80, 2.31, -0.80)  0.240
H (-2.99, 1.78, -0.14)  0.229
H (-4.00, 2.15, 4.30)  0.393
H (-3.76, 3.20, 5.70)  0.412
H (-0.11, 3.80, 3.28)  0.247
H (1.41, -2.68, -0.47)  0.219

HOMO = -0.32770 hartree
SMILES = C[C@@H](N=O)c1cccc(C(C)(C)NC(=O)Nc2ccc(Cl)c(C(N)=O)c2)c1
gap between HOMO and LUMO = 0.30918 Ha
energy above the lowest of the compared OMol25 structures with the same formula, charge and spin = 53.2 kcal per mole



Record 2
# C9H18N2O4S

A single C9H18N2O4S molecule (wB97M-V/def2-TZVPD, OMol25).

Each line ends with the natural charge from an NBO analysis.
Element x y z (Å)
C (4.64, 1.38, -0.14)  -0.745
S (4.00, 0.58, -1.66)  0.155
C (3.21, -0.93, -0.96)  -0.515
C (1.93, -0.62, -0.21)  -0.436
C (0.74, -0.02, -1.01)  -0.160
N (-0.26, 0.63, -0.17)  -0.619
C (-0.98, -0.07, 0.76)  0.705
O (-0.81, -1.24, 1.04)  -0.664
C (-2.04, 0.77, 1.57)  -0.170
N (-2.09, 2.11, 1.17)  -0.867
C (-3.33, 0.02, 1.49)  0.092
C (-3.78, -0.46, 0.09)  -0.645
O (-3.23, -1.17, 2.27)  -0.731
C (-0.01, -1.10, -1.83)  0.795
O (-1.18, -0.96, -2.13)  -0.598
O (0.73, -2.12, -2.25)  -0.676
H (5.39, 0.78, 0.37)  0.214
H (3.87, 1.66, 0.58)  0.208
H (5.15, 2.29, -0.44)  0.232
H (3.98, -1.40, -0.35)  0.227
H (3.08, -1.52, -1.91)  0.243
H (2.15, 0.09, 0.63)  0.214
H (1.60, -1.52, 0.32)  0.245
H (1.15, 0.71, -1.72)  0.249
H (-0.24, 1.65, -0.15)  0.419
H (-1.64, 0.62, 2.56)  0.233
H (-1.49, 2.75, 1.63)  0.382
H (-2.41, 2.35, 0.24)  0.386
H (-4.17, 0.64, 1.89)  0.187
H (-4.05, 0.40, -0.55)  0.195
H (-4.66, -1.05, 0.23)  0.226
H (-2.99, -1.07, -0.46)  0.230
H (-2.41, -1.54, 1.92)  0.486
H (0.15, -2.64, -2.85)  0.506

HOMO = -0.32766 hartree
SMILES = CSCC[C@H](NC(=O)[C@@H](N)[C@@H](C)O)C(=O)O
gap between HOMO and LUMO = 0.34389 Ha
energy above the lowest of the compared OMol25 structures with the same formula, charge and spin = 8.2 kcal per mole



Record 3
# CH8N4S

A 2-piece molecular cluster, CH8N4S overall (wB97M-V/def2-TZVPD, OMol25).

Each line ends with the natural charge from an NBO analysis.
Element x y z (Å)
C (0.06, 0.40, -0.34)  0.305
N (0.45, 1.51, -0.89)  -0.275
N (0.95, -0.49, 0.18)  -0.758
N (-0.17, 2.57, -1.46)  -0.598
N (-0.45, -1.90, 1.91)  -0.644
S (-1.36, -3.16, 1.80)  1.017
H (0.69, -1.45, 0.33)  0.408
H (-0.90, -0.04, -0.40)  0.218
H (1.49, 1.80, -0.87)  0.446
H (1.94, -0.34, 0.16)  0.424
H (0.35, 3.15, -2.01)  0.414
H (-1.24, 2.43, -1.72)  0.420
H (-0.07, -1.59, 2.85)  0.463
H (-1.74, -2.89, 0.47)  0.159

HOMO (alpha / beta) = -0.60852 / -0.60854 hartree
net charge = +2
gap between HOMO and LUMO (alpha / beta) = 0.16295 / 0.16296 Ha
energy above the lowest of the compared OMol25 structures with the same formula, charge and spin = 15.1 kcal per mole



Record 4
# C2H3BrN2S

A 2-piece molecular cluster, C2H3BrN2S overall (wB97M-V/def2-TZVPD, OMol25).

Each line ends with the natural charge from an NBO analysis.
Element x y z (Å)
C (-0.54, 0.40, -1.88)  0.082
C (0.80, 0.13, 0.89)  -0.142
N (0.35, 0.88, -1.35)  -0.331
N (-0.27, -0.57, 0.89)  -0.803
S (-0.80, -1.73, -0.14)  0.255
Br (1.04, 1.33, 2.26)  0.088
H (-1.23, -0.17, -2.38)  0.229
H (1.48, 0.03, 0.07)  0.230
H (-0.83, -0.30, 1.64)  0.392

HOMO (alpha / beta) = -0.21428 / -0.35160 hartree
multiplicity = 3
expectation value of S² = 2.01
gap between HOMO and LUMO (alpha / beta) = 0.23692 / 0.26554 Ha
energy above the lowest of the compared OMol25 structures with the same formula, charge and spin = 27.0 kcal per mole



Record 5
# C10H16O

A 2-piece molecular cluster, C10H16O overall (wB97M-V/def2-TZVPD, OMol25).

Each line ends with the natural charge from an NBO analysis.
Element x y z (Å)
C (-1.59, -2.15, 2.69)  -0.633
C (-1.03, -0.97, 1.95)  -0.058
C (0.12, -0.30, 2.36)  -0.191
C (0.52, 0.86, 1.70)  -0.283
C (-0.30, 1.46, 0.75)  0.296
O (0.08, 2.64, 0.18)  -0.675
C (-1.42, 0.79, 0.30)  -0.267
C (-1.78, -0.41, 0.92)  -0.185
H (-2.67, -2.24, 2.70)  0.222
H (-1.34, -2.04, 3.75)  0.214
H (-1.04, -3.06, 2.53)  0.222
H (0.77, -0.57, 3.17)  0.213
H (1.51, 1.26, 1.89)  0.207
H (0.68, 3.10, 0.78)  0.479
H (-1.96, 1.16, -0.56)  0.224
H (-2.68, -0.85, 0.52)  0.212
C (2.01, -1.72, -2.78)  -0.604
C (1.02, -0.56, -2.86)  -0.398
C (1.44, 0.73, -3.51)  -0.612
H (1.63, -2.65, -2.43)  0.214
H (2.51, -1.84, -3.75)  0.195
H (2.86, -1.33, -2.21)  0.198
H (0.66, -0.44, -1.83)  0.199
H (0.10, -0.90, -3.35)  0.189
H (2.45, 1.00, -3.41)  0.202
H (0.73, 1.51, -3.26)  0.218
H (1.34, 0.71, -4.61)  0.199

HOMO = -0.31155 hartree
SMILES = Cc1ccc(O)cc1.CCC
gap between HOMO and LUMO = 0.34306 Ha
energy above the lowest of the compared OMol25 structures with the same formula, charge and spin = 31.5 kcal per mole



Record 6
# C10H14ClFeO3PS2Te

C10H14ClFeO3PS2Te as an isolated structure (wB97M-V/def2-TZVPD, OMol25).

Each line ends with the natural charge from an NBO analysis.
Element x y z (Å)
Fe (-0.37, -0.08, 1.68)  0.944
S (-2.61, -1.25, 1.90)  -0.421
C (-2.30, -2.83, 1.24)  -0.165
C (-3.29, -3.82, 1.34)  -0.249
C (-3.12, -5.08, 0.79)  -0.263
C (-1.94, -5.39, 0.12)  -0.286
C (-0.94, -4.43, 0.04)  -0.227
C (-1.09, -3.15, 0.59)  -0.190
S (0.24, -2.02, 0.45)  -0.442
H (-4.20, -3.56, 1.86)  0.197
H (-3.91, -5.82, 0.87)  0.177
H (-1.80, -6.37, -0.32)  0.177
H (-0.01, -4.66, -0.47)  0.194
C (2.99, 0.97, -1.97)  -0.625
C (1.74, 0.50, -1.24)  -0.080
O (1.86, 0.74, 0.16)  -0.827
P (0.97, 1.91, 0.89)  1.918
O (1.51, 2.09, 2.25)  -1.083
Te (-1.36, 1.77, 0.25)  -0.504
O (1.58, 3.22, 0.04)  -0.843
C (0.95, 4.01, -0.93)  -0.058
C (0.33, 5.27, -0.31)  -0.634
H (2.85, 0.83, -3.04)  0.188
H (3.86, 0.41, -1.64)  0.199
H (3.17, 2.03, -1.76)  0.210
H (1.60, -0.57, -1.37)  0.213
H (0.85, 1.00, -1.64)  0.185
H (0.17, 3.45, -1.45)  0.188
H (1.72, 4.29, -1.65)  0.152
H (-0.54, 4.99, 0.28)  0.227
H (0.04, 5.97, -1.10)  0.182
H (1.06, 5.74, 0.34)  0.202
Cl (0.04, -0.17, 3.80)  -0.656

HOMO (alpha / beta) = -0.01229 / -0.01665 hartree
multiplicity = 5
net charge = -2
expectation value of S² = 6.02
gap between HOMO and LUMO (alpha / beta) = 0.17788 / 0.18167 Ha
energy above the lowest of the compared OMol25 structures with the same formula, charge and spin = 36.1 kcal per mole



Look up the energy above the lowest of the compared OMol25 structures with the same formula, charge and spin of the fifth one. 31.5 kcal per mole